[1]
Computed, not measured: a cluster of 2 separate species, C5H11N2O2 in total in a non-equilibrium geometry, with the ωB97M-V functional and the def2-TZVPD basis.

Cartesian coordinates (Å):
C  0.036  2.876  -2.124
C  -0.561  -2.368  -0.233
C  1.367  -1.084  0.820
C  -0.959  0.236  1.395
C  0.042  -1.079  0.134
N  0.386  1.718  -1.811
N  0.493  0.932  -0.874
O  -0.621  1.528  1.003
O  -0.185  -0.217  -0.922
H  0.539  3.173  -3.021
H  -0.618  3.669  -1.585
H  -1.628  -2.235  -0.736
H  -0.586  -3.035  0.621
H  -0.103  -2.791  -1.148
H  2.005  -1.962  0.503
H  1.942  -0.157  0.854
H  1.166  -1.217  1.808
H  -0.670  -0.064  2.512
H  -2.042  0.083  1.161
H  -0.003  1.994  1.642

Computed properties:
- HOMO level (alpha / beta) (eV) = -12.8 / -12.8
- M (g/mol) = 131.2
- energy above the lowest of the compared OMol25 structures with the same formula, charge and spin (eV) = 7.345
- LUMO (alpha / beta) (eV) = -5.13 / -5.13
- frontier orbital gap (alpha / beta) (eV) = 7.6269 / 7.6292
- total charge = +1

[2]
Computed, not measured: the molecule C5H11N3 in a non-equilibrium geometry, with the ωB97M-V functional and the def2-TZVPD basis.

Cartesian coordinates (Å):
C  0.274  -1.609  1.964
C  0.638  0.735  -0.902
C  -1.280  -0.787  -0.647
C  -0.737  0.972  1.063
C  -0.152  -0.042  0.142
N  -0.307  -2.030  2.842
N  2.104  -0.392  1.201
N  0.824  -1.012  0.886
H  1.161  0.107  -1.631
H  -0.098  1.412  -1.439
H  1.322  1.504  -0.520
H  -1.947  -1.359  -0.020
H  -0.831  -1.618  -1.185
H  -1.733  -0.247  -1.398
H  -0.865  0.489  2.066
H  0.030  1.800  1.207
H  -1.797  1.250  0.645
H  2.518  -0.679  2.054
H  2.756  -0.571  0.422

Computed properties:
- HOMO level (eV) = -9.0
- M (g/mol) = 113.2
- energy above the lowest of the compared OMol25 structures with the same formula, charge and spin (eV) = 2.537
- LUMO (eV) = 0.77
- frontier orbital gap (eV) = 9.7493
- total charge = 0

[3]
Computed, not measured: a structure of composition C5H11N3 in a non-equilibrium geometry, with the ωB97M-V functional and the def2-TZVPD basis.

Cartesian coordinates (Å):
C  -2.241  -0.262  -0.727
C  2.025  -0.071  0.789
C  -0.024  -1.538  1.152
N  -1.282  0.808  -0.688
C  0.555  -0.292  0.560
C  0.505  1.435  -1.259
N  -0.079  0.599  -0.150
N  0.450  2.680  -1.385
H  -0.305  3.098  -0.850
H  1.241  0.861  -1.798
H  -2.491  -0.621  0.281
H  -3.148  0.156  -1.162
H  -1.912  -1.118  -1.329
H  2.313  0.979  0.688
H  -1.093  -1.662  1.038
H  2.280  -0.383  1.809
H  2.633  -0.668  0.092
H  0.421  -2.418  0.699
H  0.153  -1.584  2.239

Computed properties:
- HOMO level (alpha / beta) (eV) = -7.5 / -7.5
- M (g/mol) = 113.2
- energy above the lowest of the compared OMol25 structures with the same formula, charge and spin (eV) = 4.265
- LUMO (alpha / beta) (eV) = 0.85 / 0.85
- frontier orbital gap (alpha / beta) (eV) = 8.3668 / 8.3685
- total charge = 0

[4]
Computed, not measured: a cluster of 2 separate species, C5H11N3 in total in a non-equilibrium geometry, with the ωB97M-V functional and the def2-TZVPD basis.

Cartesian coordinates (Å):
C  -1.640  0.466  -0.711
C  1.206  -1.158  1.006
N  -1.055  -0.374  0.339
C  0.188  -0.050  0.874
N  -1.969  -0.846  1.329
N  0.499  1.115  1.342
H  -1.677  -1.777  1.638
H  -1.908  -0.253  2.162
H  -0.304  1.738  1.233
H  -1.210  0.192  -1.679
H  -2.723  0.315  -0.783
H  -1.459  1.531  -0.539
H  1.075  -1.893  0.207
H  2.219  -0.747  0.952
H  1.073  -1.651  1.973
C  1.657  0.314  -2.273
C  2.184  1.381  -2.416
H  2.658  2.329  -2.532
H  1.186  -0.631  -2.122

Computed properties:
- HOMO level (eV) = -8.9
- M (g/mol) = 113.2
- energy above the lowest of the compared OMol25 structures with the same formula, charge and spin (eV) = 4.159
- LUMO (eV) = 0.99
- frontier orbital gap (eV) = 9.8368
- total charge = 0

> Look up the M of the third one.

113.2 g/mol

> Which of these has the highest energy above the lowest of the compared OMol25 structures with the same formula, charge and spin?

C5H11N2O2